[1]
{
  "formula": "C16H19Cl3CoN4O5",
  "method": "ωB97M-V/def2-TZVPD",
  "s_squared": 3.82,
  "relative_energy_kj_mol": 2611.4,
  "gap_ev": [6.1, 6.2],
  "multiplicity": 4,
  "charge": 0,
  "lumo_energy_ev": [-1.05, -1.11],
  "elements": ["Co", "Cl", "C", "C", "C", "Cl", "C", "O", "C", "Cl", "C", "H", "H", "C", "C", "N", "C", "C", "N", "C", "O", "O", "C", "O", "O", "H", "H", "H", "H", "H", "C", "C", "C", "C", "N", "N", "H", "H", "H", "H", "H", "H", "H", "H", "H", "H", "H", "H"],
  "coordinates": [[-0.214, -0.633, 0.003], [2.302, -6.951, 0.110], [1.334, -5.539, 0.395], [1.820, -4.298, 0.056], [1.001, -3.205, 0.273], [2.062, -0.694, -0.075], [-0.262, -3.259, 0.917], [-0.943, -2.175, 1.160], [-0.690, -4.565, 1.232], [-2.258, -4.741, 1.932], [0.080, -5.679, 0.975], [2.783, -4.143, -0.412], [-0.292, -6.661, 1.227], [1.050, 2.780, 0.919], [1.655, 1.468, 1.285], [1.469, 0.383, 0.499], [3.402, -0.635, 0.502], [3.959, 0.297, 1.310], [3.052, 1.440, 1.608], [5.226, 0.358, 2.029], [6.121, -0.576, 1.690], [5.460, 1.191, 2.867], [2.140, -0.389, -1.506], [2.177, -0.130, -2.681], [1.503, -1.941, 0.067], [0.032, 2.868, 1.301], [1.041, 2.899, -0.169], [1.651, 3.579, 1.347], [3.421, 2.068, 2.309], [5.800, -1.118, 0.954], [-3.026, 3.237, -2.576], [-3.118, 2.297, -1.376], [-4.442, 1.537, -1.422], [-3.003, 3.101, -0.076], [-2.008, 1.344, -1.549], [-1.961, 0.263, -0.624], [-3.856, 3.943, -2.569], [-3.056, 2.663, -3.501], [-2.094, 3.805, -2.553], [-5.268, 2.242, -1.503], [-4.604, 0.938, -0.524], [-4.467, 0.879, -2.292], [-3.864, 3.761, 0.037], [-2.102, 3.718, -0.093], [-2.964, 2.450, 0.801], [-1.122, 1.835, -1.529], [-2.496, -0.502, -1.028], [-2.431, 0.492, 0.253]]
}

***

[2]
{
  "formula": "C23H49GdN4P3Se",
  "method": "ωB97M-V/def2-TZVPD",
  "s_squared": 16.05,
  "relative_energy_kj_mol": 0.0,
  "gap_ev": [6.3, 4.4],
  "multiplicity": 8,
  "charge": 3,
  "lumo_energy_ev": [-10.40, -12.27],
  "elements": ["Gd", "P", "P", "P", "H", "C", "C", "H", "C", "C", "C", "C", "C", "C", "C", "C", "C", "H", "H", "H", "H", "H", "H", "H", "H", "H", "H", "H", "H", "H", "H", "H", "H", "H", "H", "H", "H", "H", "H", "H", "H", "H", "H", "H", "H", "H", "C", "C", "C", "C", "C", "C", "Se", "H", "H", "H", "H", "H", "H", "C", "N", "C", "N", "C", "N", "C", "N", "C", "C", "H", "H", "H", "H", "H", "H", "H", "H", "H", "H", "H", "H"],
  "coordinates": [[-0.250, -1.186, -0.535], [0.133, 1.246, 0.909], [-2.638, 0.215, -0.696], [2.573, -0.432, -0.817], [-1.301, -3.565, -5.067], [-0.680, -3.954, -4.236], [-0.427, -3.507, -2.976], [-0.851, -2.696, -2.330], [0.409, 2.838, -0.054], [-1.073, 1.851, 2.138], [1.567, 1.391, 2.041], [-3.557, -0.336, -2.209], [-3.947, 0.209, 0.590], [-2.697, 2.071, -0.914], [3.349, -1.072, -2.361], [3.850, -0.767, 0.418], [2.994, 1.361, -1.018], [-0.156, -4.978, -4.442], [0.401, -4.076, -2.463], [0.583, 3.662, 0.638], [-0.403, 3.030, -0.727], [1.240, 2.718, -0.726], [-0.859, 2.930, 2.335], [-0.988, 1.241, 3.047], [-2.117, 1.715, 1.786], [1.472, 2.334, 2.598], [2.524, 1.351, 1.533], [1.576, 0.538, 2.718], [-4.479, 0.289, -2.314], [-3.790, -1.406, -2.109], [-2.841, -0.200, -3.055], [-4.870, 0.494, 0.049], [-3.748, 0.929, 1.403], [-4.044, -0.802, 1.026], [-3.754, 2.295, -1.071], [-2.092, 2.348, -1.776], [-2.319, 2.598, -0.027], [4.223, -0.421, -2.622], [2.563, -0.981, -3.144], [3.653, -2.141, -2.262], [4.769, -0.788, -0.160], [3.669, -1.715, 0.929], [3.894, 0.039, 1.150], [3.911, 1.295, -1.600], [3.138, 1.837, -0.034], [2.265, 1.894, -1.650], [0.079, 0.240, -4.578], [-0.878, -0.651, -5.160], [-0.617, -0.980, -6.519], [0.340, -0.224, -7.250], [1.130, 0.806, -6.647], [0.968, 1.049, -5.290], [0.306, 0.466, -2.627], [0.547, -1.234, -2.470], [-1.714, -1.124, -4.594], [-1.150, -1.822, -7.042], [0.354, -0.482, -8.312], [1.819, 1.471, -7.163], [1.435, 1.900, -4.798], [-1.142, -1.549, 2.840], [-0.668, -2.241, 1.591], [-1.571, -3.406, 1.346], [-1.654, -4.328, 2.495], [-2.074, -3.567, 3.725], [-1.143, -2.435, 3.972], [0.202, -2.983, 4.244], [0.651, -3.751, 3.031], [0.683, -2.801, 1.869], [-0.302, -4.856, 2.795], [-2.149, -1.132, 2.672], [-0.481, -0.690, 3.059], [-1.173, -3.974, 0.492], [-2.555, -3.024, 1.052], [-2.002, -4.278, 4.572], [-3.098, -3.175, 3.604], [0.907, -2.159, 4.429], [0.197, -3.683, 5.109], [1.038, -3.339, 0.974], [1.424, -1.991, 2.058], [-0.360, -5.490, 3.697], [0.043, -5.436, 1.923]]
}

***

[3]
{
  "formula": "C27H33BN9O2PdS3",
  "method": "ωB97M-V/def2-TZVPD",
  "gap_ev": [5.6, 5.6],
  "charge": 1,
  "lumo_energy_ev": [-4.52, -4.52],
  "elements": ["Pd", "N", "C", "C", "C", "C", "C", "C", "S", "O", "O", "N", "C", "N", "C", "C", "C", "N", "H", "H", "H", "H", "H", "H", "H", "H", "H", "C", "N", "C", "C", "N", "B", "N", "C", "C", "N", "C", "C", "S", "C", "S", "H", "H", "H", "H", "H", "H", "H", "H", "H", "H", "H", "H", "C", "N", "C", "C", "C", "C", "C", "C", "C", "C", "H", "H", "H", "H", "H", "H", "H", "H", "H", "H", "H", "H"],
  "coordinates": [[-0.074, -0.315, 0.296], [-5.349, 2.833, 5.926], [-4.730, 2.692, 4.707], [-4.826, 1.486, 3.998], [-4.178, 1.335, 2.791], [-3.422, 2.383, 2.277], [-3.313, 3.584, 2.967], [-3.966, 3.736, 4.173], [-2.619, 2.180, 0.741], [-2.200, 3.457, 0.249], [-3.412, 1.325, -0.094], [-1.263, 1.283, 1.100], [-0.181, 1.869, 1.670], [0.931, 1.110, 1.438], [2.127, 1.590, 1.762], [2.230, 2.787, 2.437], [1.036, 3.442, 2.728], [-0.155, 3.007, 2.348], [-6.082, 2.187, 6.161], [-5.471, 3.763, 6.287], [-5.424, 0.677, 4.399], [-4.272, 0.415, 2.228], [-2.723, 4.385, 2.547], [-3.893, 4.673, 4.712], [2.986, 1.008, 1.465], [3.187, 3.196, 2.719], [1.044, 4.373, 3.285], [0.549, -2.975, 2.947], [-0.433, -3.691, 2.146], [-1.359, -4.587, 2.601], [-2.065, -4.999, 1.520], [-1.585, -4.354, 0.412], [-2.244, -4.619, -0.989], [-1.947, -3.499, -2.035], [-1.842, -3.781, -3.368], [-1.789, -2.607, -4.052], [-1.863, -1.608, -3.123], [-1.888, -0.175, -3.390], [-1.949, -2.170, -1.896], [-2.093, -1.232, -0.451], [-0.583, -3.562, 0.803], [0.477, -2.593, -0.161], [0.361, -3.191, 3.995], [0.459, -1.903, 2.776], [1.554, -3.300, 2.683], [-1.431, -4.858, 3.639], [-2.882, -5.694, 1.450], [-1.816, -5.653, -1.429], [-3.432, -4.652, -0.801], [-1.833, -4.794, -3.727], [-1.724, -2.407, -5.106], [-1.848, -0.027, -4.466], [-1.031, 0.300, -2.926], [-2.796, 0.264, -2.983], [5.824, -1.951, -0.066], [4.677, -1.665, 0.772], [4.874, -0.489, 1.586], [3.344, -1.852, 0.231], [2.831, -0.901, -0.869], [3.635, -0.703, -2.000], [3.332, 0.218, -2.986], [2.192, 1.001, -2.869], [1.341, 0.782, -1.800], [1.633, -0.196, -0.863], [6.693, -2.107, 0.577], [6.082, -1.142, -0.762], [5.656, -2.869, -0.630], [5.782, -0.608, 2.179], [4.043, -0.385, 2.285], [4.981, 0.442, 1.002], [2.656, -1.812, 1.075], [3.306, -2.871, -0.163], [4.529, -1.298, -2.104], [3.995, 0.338, -3.833], [1.960, 1.766, -3.597], [0.451, 1.396, -1.696]]
}

***

[4]
{
  "formula": "C5H12NO2",
  "method": "ωB97M-V/def2-TZVPD",
  "relative_energy_kj_mol": 317.2,
  "gap_ev": 6.3,
  "smiles": "C[C@@H](CCO)NC[O-]",
  "charge": -1,
  "lumo_energy_ev": 3.82,
  "elements": ["C", "C", "C", "C", "O", "N", "C", "O", "H", "H", "H", "H", "H", "H", "H", "H", "H", "H", "H", "H"],
  "coordinates": [[-1.488, -1.109, -0.461], [-0.614, 0.172, -0.313], [-0.824, 0.715, 1.124], [0.487, 1.344, 1.751], [1.422, 0.347, 2.117], [0.749, -0.136, -0.639], [1.170, -0.400, -2.042], [1.435, -1.703, -2.236], [-2.560, -0.969, -0.328], [-1.276, -1.707, -1.347], [-1.190, -1.730, 0.390], [-1.089, 0.957, -0.917], [-1.591, 1.483, 1.198], [-0.937, -0.136, 1.806], [0.976, 1.890, 0.938], [0.129, 1.820, 2.659], [1.703, -0.083, 1.303], [1.014, -0.967, -0.129], [0.380, 0.017, -2.708], [2.104, 0.195, -2.167]]
}

***

[5]
{
  "formula": "C6H9N3O3",
  "method": "ωB97M-V/def2-TZVPD",
  "relative_energy_kj_mol": 125.2,
  "gap_ev": 9.4,
  "smiles": "N[C@H](Cc1nccn1O)C(=O)O",
  "charge": 0,
  "lumo_energy_ev": 0.64,
  "elements": ["C", "C", "C", "C", "C", "C", "H", "H", "H", "H", "H", "H", "H", "H", "H", "N", "N", "N", "O", "O", "O"],
  "coordinates": [[1.598, -0.111, 0.638], [0.292, -0.028, 1.394], [-0.845, -0.180, 0.420], [-2.240, -1.095, -0.844], [-2.587, 0.233, -0.849], [1.506, 0.919, -0.456], [2.371, -2.118, 0.452], [1.041, -1.674, -0.511], [2.364, 0.281, 1.304], [0.141, -0.858, 2.087], [0.210, 0.956, 1.890], [-2.723, -1.945, -1.358], [-3.438, 0.820, -1.265], [-0.846, 2.376, 0.052], [2.556, -0.236, -1.364], [1.944, -1.365, -0.097], [-1.206, -1.343, -0.045], [-1.698, 0.736, -0.021], [-1.661, 1.979, 0.365], [2.212, 0.675, -1.558], [1.009, 1.979, -0.234]]
}

***

[6]
{
  "formula": "C3H6N2O",
  "method": "ωB97M-V/def2-TZVPD",
  "relative_energy_kj_mol": 402.2,
  "gap_ev": 9.7,
  "charge": 0,
  "lumo_energy_ev": 0.80,
  "elements": ["N", "C", "O", "N", "C", "C", "H", "H", "H", "H", "H", "H"],
  "coordinates": [[1.959, 0.424, -0.240], [0.837, -0.344, -0.326], [0.682, -1.259, -1.106], [-0.146, 0.064, 0.629], [-1.481, -0.525, 0.513], [-1.564, 0.812, -0.128], [2.137, 0.952, 0.600], [2.755, 0.118, -0.778], [-1.460, -1.409, -0.119], [-1.951, -0.683, 1.484], [-1.339, 0.690, -1.199], [-0.428, 1.161, 0.670]]
}